Density functional theory data (ωB97M-V/def2-TZVPD) for a molecular structure, C42H58BClN2P3Pt.

As for the energy above the lowest of the compared OMol25 structures with the same formula, charge and spin: 159.6 kJ/mol. As for the calculated total energy: -3373.08976 Ha. The calculation puts the molar mass at 925.21 g mol⁻¹. As for the total charge: +1. The calculation puts the highest occupied orbital energy at -9.69 eV.

Structure (XYZ):
```
108
Properties=species:S:1:pos:R:3:forces:R:3:mulliken_charge:R:1
H 3.57148 -1.56875 -2.68126 -0.02 -0.03 -0.03 0.41
H -0.38149 -3.89207 5.88311 -0.02 -0.01 -0.02 0.43
C -2.05623 3.33285 -4.81440 0.00 0.03 0.05 -0.60
C 0.80202 5.05512 -1.00611 -0.07 -0.07 -0.02 -0.47
H 0.06619 -4.59723 -0.06481 -0.01 -0.01 0.02 0.41
H 2.30649 -3.96723 -0.25387 0.03 0.01 -0.03 0.97
H -3.50078 4.71497 -4.04295 0.01 0.02 0.01 0.45
H -0.83639 -5.78359 0.88247 -0.02 -0.02 0.00 0.60
H 6.22635 1.39930 0.38153 -0.01 0.02 -0.01 0.56
H -2.75384 -0.89998 1.38545 0.03 0.00 0.16 0.34
H -2.01863 -1.29135 -2.97998 0.01 0.00 -0.03 0.18
H -4.10399 -0.14804 -0.10931 -0.01 0.05 0.01 0.42
H -3.12365 -4.75276 -1.92064 0.03 -0.06 -0.03 0.34
H 4.56776 2.99146 -0.44250 0.05 -0.03 0.03 0.69
H 1.87226 6.88630 -1.28853 0.01 0.00 0.00 0.43
C -2.08564 -4.28314 -0.05410 0.33 0.19 -0.16 1.96
C -2.08481 -1.76016 1.43666 0.38 0.03 -0.29 -0.82
C 2.91176 -2.18644 -2.07191 0.02 0.11 0.00 -1.85
H -0.51210 1.90960 -5.28464 -0.03 -0.03 0.01 0.52
C 4.75224 0.70695 -1.86107 -0.01 -0.04 0.02 -1.91
P -0.70993 2.72071 -0.42463 -0.22 -0.64 0.16 -0.25
C -4.67528 -2.47887 -1.10171 0.08 0.03 -0.08 -2.19
C -2.89771 -1.91256 -2.79140 -0.01 0.06 0.04 -1.99
H -3.17961 -4.38944 1.84634 0.02 0.02 0.03 0.34
H 4.72309 -3.54167 -0.45050 0.00 -0.01 0.00 0.48
Pt 0.29366 0.38086 -0.40406 1.48 0.78 -0.24 3.89
H -4.22420 -4.42657 0.42019 0.05 -0.07 0.06 0.31
C -4.43646 3.35842 1.11229 -0.04 -0.06 0.01 -0.69
C -3.25934 -4.73434 0.81597 -0.02 0.08 -0.04 -1.83
H -2.52806 -2.51129 2.08159 -0.16 0.02 -0.01 -0.02
C 1.92849 -2.01160 4.26516 0.01 0.16 -0.19 -0.78
H 1.19604 -2.62527 0.04872 -0.09 -0.07 0.00 0.13
C -0.65004 2.30274 -3.18498 -0.54 0.48 -0.02 0.50
H -0.98284 5.03286 1.47925 0.04 0.01 0.01 0.38
H -3.24707 -5.82658 0.85001 -0.02 -0.02 0.02 0.54
H 2.94675 0.67775 2.16545 0.15 -0.03 -0.03 0.39
H 2.44860 -3.03842 1.23572 -0.04 0.02 0.02 0.22
H 1.96773 -3.21449 6.03529 0.02 0.02 0.00 0.41
H -3.47909 1.99320 -0.22815 -0.04 0.10 0.08 0.17
H -2.54641 0.19355 -0.88413 -0.05 0.06 -0.06 0.23
H 5.47956 1.48728 -2.09449 0.01 0.01 0.03 0.53
C 5.49520 0.60531 0.54801 -0.09 -0.21 0.06 -1.80
C -3.34934 2.84699 0.42608 0.07 -0.08 -0.11 -0.07
C 2.36464 5.96366 0.58360 0.05 -0.01 -0.01 -0.72
H 3.04515 6.75059 0.88046 0.02 -0.01 -0.02 0.40
H -2.77842 4.45243 -1.70552 -0.02 0.00 0.00 0.52
C 1.70250 6.04276 -0.63250 0.00 0.06 -0.03 -0.79
H -2.11789 -6.05215 -1.29169 0.03 -0.01 0.02 0.50
C -1.02200 2.46329 -4.50775 0.13 -0.10 -0.03 -0.60
P 2.81601 -0.25646 -0.09270 -1.08 -0.84 0.87 -0.78
H -2.36872 3.44700 -5.84329 0.01 0.01 0.00 0.41
H 3.48975 -1.00630 2.16559 0.02 -0.01 -0.03 0.50
H 3.90036 0.83531 -2.53351 0.04 0.01 -0.04 0.25
H 2.92536 2.46156 -0.82097 0.00 0.05 0.02 0.14
C 3.79335 2.26376 -0.18970 -0.01 -0.02 0.01 -1.80
P -1.84496 -2.41334 -0.32157 -0.51 0.08 0.28 0.15
H 3.05417 -3.22658 -2.37214 0.01 -0.01 0.01 0.51
H 5.21947 -0.25422 -2.06974 -0.01 0.03 -0.03 0.38
C -2.18063 -4.96900 -1.42066 0.04 0.05 0.03 -2.09
C -0.22307 -1.96786 3.12279 0.27 -0.15 0.44 0.67
C 2.22350 -2.96411 0.17087 0.08 0.14 0.07 -2.45
C 3.19520 -2.04489 -0.57069 -0.11 0.23 -0.17 2.72
C -3.52063 -0.29460 -1.01923 0.28 -0.05 0.08 -2.88
H -4.95567 -2.48208 -0.04774 -0.04 0.01 -0.02 0.42
H -1.81771 -3.09443 4.04152 0.02 -0.02 0.00 0.46
H -2.64295 -2.93799 -3.05632 -0.03 0.04 -0.03 0.42
C 0.03301 -3.24498 5.12201 0.18 -0.02 0.11 -0.83
H 5.19248 0.65100 1.59469 0.05 0.02 0.00 0.27
C -2.09013 3.43975 0.53908 -0.06 -0.24 0.13 0.17
C 4.62459 -2.47365 -0.24546 -0.03 0.06 -0.05 -1.87
H -5.12576 4.85899 2.48414 -0.01 0.00 0.00 0.40
H 2.95799 -1.68869 4.35843 0.01 -0.02 -0.02 0.48
H 0.26848 5.13755 -1.94482 0.00 0.01 0.00 0.44
C 2.73425 -0.32188 1.77169 0.03 0.20 -0.10 -1.76
Cl 0.60782 1.16668 -2.81942 0.42 -0.28 -0.24 -0.11
N 1.41656 -0.75147 2.14522 -0.02 0.37 -0.19 0.61
C 4.31979 0.84025 -0.39771 -0.60 0.32 -0.52 2.39
H -5.45316 -1.94302 -1.65287 -0.01 -0.01 -0.02 0.48
C -2.68844 4.04203 -3.80423 -0.03 0.02 -0.06 -0.80
C -3.03193 5.05066 2.06555 -0.04 0.02 0.08 -0.80
H 2.68471 4.80342 2.36283 0.00 0.01 0.00 0.48
H -1.36100 -4.65894 -2.07295 -0.01 -0.03 -0.03 0.41
C -2.28627 3.88938 -2.48692 0.07 0.02 0.04 -0.37
C 1.12996 -1.57158 3.22012 -0.27 -0.42 0.34 0.52
N -0.78522 -1.38432 1.99552 -0.32 0.44 -0.68 0.70
H 1.10065 3.01589 1.68079 0.05 0.03 0.06 0.45
H 1.87703 -1.90892 -2.29008 0.00 -0.04 -0.02 0.19
H -0.56722 -4.16406 1.52830 0.01 -0.03 0.05 0.25
H 5.35926 -1.95210 -0.85667 0.03 -0.06 0.03 0.36
B 0.22563 -0.57679 1.36020 0.01 0.06 0.12 -0.56
C 2.15885 4.87427 1.41930 -0.03 -0.01 0.06 -0.45
C -1.25764 3.01084 -2.15018 0.11 -0.29 0.01 -0.32
H -4.65737 -3.50207 -1.47184 -0.10 0.00 0.06 0.43
H -2.90011 5.91514 2.70277 -0.01 -0.01 0.01 0.45
C 1.36629 -2.85681 5.21053 -0.14 -0.16 0.12 -0.84
H -4.03799 0.19986 -1.84633 -0.03 -0.01 0.01 0.73
H -3.70254 -1.57859 -3.45210 -0.01 0.00 0.00 0.53
H 5.99261 -0.34500 0.37094 0.01 0.04 0.04 0.34
C -0.77561 -2.80293 4.08493 -0.09 0.13 -0.24 -0.85
C -1.94023 4.54471 1.37440 0.05 -0.01 -0.15 -0.50
C 1.27561 3.87695 1.04295 -0.08 0.04 -0.06 -0.73
C -0.77554 -4.72591 0.61521 -0.05 -0.03 -0.03 -1.90
H -5.40904 2.89679 1.00275 0.00 -0.02 -0.01 0.49
H 3.50644 2.42764 0.84799 -0.02 0.05 0.00 0.24
C 0.57793 3.97440 -0.16141 0.14 -0.32 0.18 0.94
H 4.86159 -2.31857 0.80821 0.04 -0.03 -0.01 0.32
C -4.27922 4.46051 1.94143 0.05 0.04 -0.01 -0.68
C -3.33660 -1.77720 -1.32524 0.23 -0.18 0.11 3.01
```
Positions in Å, forces in eV/Å.



Density functional theory data (ωB97M-V/def2-TZVPD) for a molecular structure, C42H58BGe2N6PtS3Se.

As for the energy above the lowest of the compared OMol25 structures with the same formula, charge and spin: 12.4 kJ/mol. As for the calculated total energy: -9857.88682 Ha. The calculation puts the molar mass at 1173.24 g mol⁻¹. As for the spin multiplicity: 4. As for the expectation value of S²: 3.770. The calculation puts the highest occupied orbital energy (alpha / beta) at -5.67 / -7.21 eV.

Structure (XYZ):
```
114
Properties=species:S:1:pos:R:3:forces:R:3:mulliken_charge:R:1
H -0.62403 -0.69951 -4.90169 0.02 0.01 0.01 0.55
H 1.78667 -5.14870 3.15894 -0.02 0.01 -0.04 0.35
H 5.79790 -2.17310 -1.26868 0.00 0.00 -0.01 0.60
C -1.94454 -0.58787 3.31898 0.01 0.05 0.03 0.03
N -2.94105 -1.19681 -2.66978 0.03 -0.01 -0.07 0.54
C 2.98276 -0.26764 -4.34958 0.03 -0.03 0.08 -0.81
H 0.38560 3.08906 6.40322 0.00 0.00 -0.02 0.45
C -1.31220 -0.72519 -4.07730 0.01 0.03 0.03 -0.83
C -0.75255 4.42145 -3.50201 -0.01 0.04 0.06 -0.37
S 0.13314 3.01010 0.02600 0.06 0.01 0.04 0.00
H 1.52635 -3.61067 5.71959 0.00 0.00 -0.01 0.43
H -5.34401 -2.23506 4.25379 0.00 0.00 0.00 0.35
H 5.79008 0.56432 -2.74224 0.01 0.00 -0.01 0.36
C -4.01084 -0.58670 4.59233 0.01 0.01 0.00 -0.69
C 1.78369 0.32916 -4.33950 -0.03 0.06 0.04 -0.81
H 2.67614 2.45196 3.87880 -0.01 -0.01 -0.02 0.36
H 3.81772 -3.56038 4.78126 0.00 0.00 0.00 0.39
H -1.72201 -2.25537 1.97593 0.02 0.03 0.01 0.33
H 1.14531 -3.00630 2.11184 -0.02 -0.12 -0.03 0.25
S -2.42789 0.49274 -0.54793 -0.03 -0.04 0.04 -0.27
S 2.43163 0.06456 -0.49375 0.03 -0.10 -0.08 -0.31
H 5.00514 -0.70309 -0.68690 0.00 -0.01 0.00 0.45
H -4.90390 -0.18669 -1.00758 -0.01 0.00 -0.01 0.30
B 0.01898 0.94404 -2.52229 -0.17 0.27 -0.10 0.83
H 0.26497 -5.05052 -1.54976 0.00 -0.01 0.00 0.47
H -2.75091 5.45430 -0.87218 0.00 0.00 0.01 0.38
C 0.58471 -5.08466 -0.51584 0.01 0.02 -0.03 -0.43
C 0.65514 -3.90011 0.22241 0.08 0.13 0.14 -0.06
C 2.36790 -0.02142 -2.21010 0.00 0.06 -0.09 -0.03
C 4.53965 -2.57621 -3.53452 -0.01 0.01 -0.01 -1.55
N -0.54245 4.55701 -2.13509 0.00 -0.02 -0.06 0.59
H -2.50563 0.92470 4.74036 0.00 0.00 0.00 0.03
C 1.78486 -2.88755 4.95428 -0.05 0.02 0.00 -0.77
C 0.82454 -1.99161 4.49652 0.02 0.03 0.00 -0.16
H -5.51771 -0.39250 -2.65968 0.00 0.00 0.01 0.41
H 3.68223 -3.15649 -3.19031 0.00 -0.01 -0.01 0.32
H -0.78924 1.76804 6.30899 0.01 0.01 -0.01 0.38
C -1.81846 5.71609 -0.36848 0.00 -0.02 0.00 -1.13
H 3.61278 -0.53256 -5.17669 0.00 0.00 0.01 0.57
H 0.05707 0.79753 -1.36765 0.22 -0.14 -0.05 -2.54
H -2.82357 -2.22819 -4.57032 0.00 0.00 0.01 0.51
H -1.49418 3.58149 2.42457 0.02 0.00 0.01 -0.01
H 0.85803 -7.20746 -0.48600 0.00 0.00 0.00 0.38
H -2.84290 -3.36289 -1.05768 0.00 0.00 0.00 0.24
H 1.62544 -7.25577 1.86270 0.00 0.00 0.00 0.38
H -6.08162 -1.45674 -1.36183 0.01 -0.01 0.00 0.48
N 3.34481 -0.51131 -3.02907 -0.04 0.00 -0.06 0.53
Se 0.17809 -2.24695 -0.55439 -0.13 -0.02 -0.18 -0.37
Pt -0.01223 0.49506 0.38407 -0.12 0.02 0.25 1.33
H 4.07363 -2.18939 -0.87046 0.00 0.01 0.00 0.39
H -1.60119 4.95805 0.37949 0.00 0.01 -0.01 -0.03
C 0.92244 -6.28752 0.08125 0.01 -0.02 -0.01 -0.73
H -4.47348 -3.20461 -0.38048 0.00 0.00 -0.01 0.56
H -1.95412 6.67452 0.13483 0.00 0.00 0.00 0.51
C -0.57085 3.12838 -3.81117 0.00 -0.08 0.02 -1.05
H 4.45213 -2.43129 -4.61096 0.00 -0.01 0.01 0.39
C 4.87499 -1.59078 -1.29894 -0.04 0.02 0.01 -2.26
C -2.79295 -0.00399 4.25848 -0.03 -0.02 -0.03 -0.11
H -2.18490 3.44411 4.04759 0.01 -0.01 -0.01 0.42
N 1.38213 0.46742 -3.02568 0.06 -0.10 0.09 0.70
H -3.85774 -3.30355 2.58186 -0.01 0.00 0.00 0.41
C -2.17975 -0.22889 -2.08618 0.06 0.01 -0.06 -0.26
C 1.44496 -5.13411 2.13186 -0.01 -0.13 -0.01 -0.46
H -4.65489 -0.11063 5.32199 0.00 -0.01 0.00 0.41
H 2.69516 -0.30143 2.24491 0.00 -0.01 0.02 0.37
H -0.92419 4.64556 3.72501 -0.01 0.00 0.00 0.45
Ge -0.21877 0.21367 2.80420 0.02 0.06 -0.18 0.47
H 0.94852 5.47201 0.00417 0.00 0.00 0.00 0.22
H 6.71886 -0.89823 -3.10136 -0.01 -0.01 0.00 0.45
H -0.66579 2.62686 -4.75864 -0.01 0.01 0.00 0.54
C -1.05229 6.95066 -2.37574 0.00 -0.01 0.00 -2.26
C -4.39863 -1.77577 3.99281 0.02 0.01 -0.01 -0.58
C -4.63478 -2.93810 -3.05752 0.03 0.00 -0.01 -2.27
C 3.07008 -2.85904 4.43148 0.02 0.07 -0.02 -0.59
C 0.64232 6.21239 -0.73006 0.00 -0.02 -0.01 -1.43
H 5.44456 -3.15479 -3.34915 0.00 0.01 0.00 0.46
C 1.35551 -6.31364 1.40289 0.00 0.05 -0.01 -0.62
H 1.99518 2.97629 2.33083 0.00 0.01 0.00 0.23
H 1.42490 6.30280 -1.48603 0.00 0.00 0.01 0.38
H -0.27811 7.09683 -3.13068 -0.01 0.00 0.00 0.48
H -1.14630 7.87886 -1.81385 0.00 0.00 0.00 0.46
H -3.89040 -3.69822 -3.29921 -0.01 0.00 -0.01 0.48
C -2.39892 -1.49839 -3.91026 -0.05 0.01 0.06 -0.55
C -4.10123 -1.91365 -2.05846 -0.06 0.00 0.02 1.29
H -2.00873 6.76265 -2.86573 0.01 0.00 0.00 0.48
C 2.43196 -1.02289 3.01212 0.00 0.02 0.05 0.07
H 0.93859 1.41741 6.20979 -0.01 0.00 0.00 0.37
H 1.98177 4.07316 3.72350 -0.01 -0.01 0.01 0.45
C 1.87631 3.03130 3.41402 -0.04 -0.02 0.00 -1.17
H 5.69217 -0.18423 -4.34475 0.00 0.01 0.01 0.38
C -3.56518 -2.37315 3.05502 0.02 0.00 -0.01 -0.63
C -1.26684 3.63573 3.48963 0.00 -0.02 0.02 -0.93
H 4.39623 -1.88429 3.05115 0.00 -0.01 0.00 0.45
C -2.35583 -1.77990 2.72027 -0.03 -0.05 0.01 0.03
C 1.08775 -3.92905 1.54980 -0.02 -0.04 0.02 0.35
C 1.12796 -1.04946 3.51172 0.05 0.09 0.11 -0.29
C 5.77213 -0.38654 -3.27615 -0.02 0.01 0.00 -1.61
H -4.98680 -2.46665 -3.97668 0.00 -0.01 0.00 0.51
H -3.26102 -1.96072 -0.05062 0.00 -0.02 -0.01 0.01
Ge 0.12276 2.32311 3.96332 0.03 -0.01 0.05 0.87
C 3.39344 -1.91847 3.46056 0.02 0.02 0.02 -0.71
H -1.01819 5.24513 -4.13397 0.00 0.00 0.01 0.51
C -0.22629 3.33226 -1.61888 -0.03 0.01 -0.06 -0.50
H -5.48310 -3.44248 -2.59716 0.00 0.01 0.01 0.45
N -1.17207 0.06990 -2.95813 0.01 -0.08 0.02 0.66
C -3.63316 -2.65175 -0.80430 0.01 0.00 0.01 -1.14
C -5.21720 -0.91613 -1.74989 0.02 0.02 0.00 -1.64
H -0.17960 -2.03424 4.90462 0.00 -0.01 0.00 0.38
C 0.16483 2.13233 5.92550 0.00 0.00 -0.02 -1.36
H 1.19434 0.69295 -5.16270 -0.01 -0.01 0.01 0.61
N -0.24005 2.45147 -2.65477 0.01 -0.06 -0.03 1.15
C -0.68703 5.84316 -1.38870 -0.01 0.04 0.02 1.18
H 0.53431 7.17549 -0.22906 0.00 0.00 0.00 0.49
C 4.62097 -1.25413 -2.76422 0.06 0.00 0.01 1.32
```
Positions in Å, forces in eV/Å.



> Among the records above, which one has the highest calculated total energy?

C42H58BClN2P3Pt



> Which value of calculated total energy does entry 2 give?

-9857.88682 Ha



> Which value of calculated total energy does entry 2 give?

-9857.88682 Ha